84
Properties=species:S:1:pos:R:3:forces:R:3 method="wB97M-V/def2-TZVPD" max_force_ev_per_a=0.36 homo_lumo_gap_ev="8.14 / 8.01" energy_ha=-10203.36853 multiplicity=2 e_above_lowest_ev=0.407
Mn -0.285 0.388 0.867 0.0 0.1 -0.3
C -3.737 -0.891 0.279 0.0 0.0 0.0
As -2.086 -0.379 -0.616 0.0 0.0 -0.1
C -2.787 0.907 -1.892 0.0 0.0 0.0
C -1.835 -1.853 -1.887 0.0 0.0 0.0
C -1.046 -3.094 -1.446 0.0 0.0 0.0
C -1.513 -3.545 -0.056 0.0 0.0 0.0
C 0.463 -2.815 -1.430 -0.1 0.0 0.0
As 1.145 -1.653 0.002 0.1 0.0 0.0
C 1.652 -3.014 1.309 0.0 0.0 0.0
C 2.952 -1.433 -0.714 0.0 0.0 0.0
C -1.348 -4.254 -2.416 0.0 0.0 0.0
As -0.875 -4.345 -4.348 0.0 0.0 0.0
C 1.041 -4.757 -4.210 0.0 0.0 0.0
C -0.665 -2.495 -4.980 0.0 0.0 0.0
H -4.391 -1.429 -0.409 0.0 0.0 0.0
H -4.236 0.018 0.612 0.0 0.0 0.0
H -3.519 -1.516 1.143 0.0 0.0 0.0
H -3.623 0.472 -2.439 0.0 0.0 0.0
H -1.996 1.177 -2.592 0.0 0.0 0.0
H -3.105 1.792 -1.345 0.0 0.0 0.0
H -1.362 -1.397 -2.757 0.0 0.0 0.0
H -2.845 -2.144 -2.194 0.0 0.0 0.0
H -1.344 -2.772 0.701 0.0 0.0 0.0
H -0.975 -4.441 0.262 0.0 0.0 0.0
H -2.581 -3.777 -0.064 0.0 0.0 0.0
H 0.763 -2.353 -2.372 0.0 0.0 0.0
H 1.013 -3.757 -1.345 0.0 0.0 0.0
H 2.108 -3.849 0.777 0.0 0.0 0.0
H 0.802 -3.354 1.891 0.0 0.0 0.0
H 2.394 -2.578 1.978 0.0 0.0 0.0
H 3.399 -2.421 -0.825 0.0 0.0 0.0
H 3.544 -0.844 -0.012 0.0 0.0 0.0
H 2.937 -0.942 -1.686 0.0 0.0 0.0
H -2.425 -4.444 -2.391 0.0 0.0 0.0
H -0.880 -5.165 -2.025 0.0 0.0 0.0
H 1.168 -5.704 -3.687 0.0 0.0 0.0
H 1.608 -3.982 -3.698 0.0 0.0 0.0
H 1.435 -4.874 -5.220 0.0 0.0 0.0
H -1.628 -1.989 -5.016 0.0 0.0 0.0
H -0.289 -2.572 -6.001 0.0 0.0 0.0
H 0.041 -1.904 -4.399 0.0 0.0 0.0
C -2.128 -0.519 4.621 0.0 0.0 0.0
C -1.794 -0.043 3.246 0.0 0.0 0.0
N -0.829 -0.528 2.542 0.0 0.0 0.0
O -0.004 -1.427 3.216 0.0 0.0 0.0
C -2.487 1.045 2.610 -0.1 0.1 -0.1
C -3.785 1.601 3.094 0.0 0.0 0.0
N -1.879 1.517 1.537 0.1 -0.1 0.3
O -2.433 2.490 0.911 0.0 0.0 0.0
H -1.217 -0.754 5.165 0.0 0.0 0.0
H -2.724 -1.434 4.570 0.0 0.0 0.0
H -2.701 0.232 5.160 0.0 0.0 0.0
H 0.875 -1.054 3.016 0.0 0.0 0.0
H -4.412 0.819 3.525 0.0 0.0 0.0
H -4.303 2.068 2.259 0.0 0.0 0.0
H -3.640 2.373 3.856 0.0 0.0 0.0
O 5.579 2.458 2.673 0.0 0.0 -0.1
S 4.651 2.323 1.590 0.0 0.0 0.2
O 5.172 2.288 0.248 0.0 0.0 -0.1
N 3.648 1.048 1.815 0.1 0.0 0.0
C 2.403 1.437 1.922 0.0 -0.1 0.0
O 1.430 0.623 1.990 -0.1 0.2 0.3
C 2.193 2.923 1.898 0.0 0.1 0.1
C 1.017 3.642 2.028 0.0 0.0 0.0
C 1.085 5.028 1.937 0.0 0.0 0.0
C 2.301 5.671 1.725 0.0 0.0 0.0
C 3.484 4.947 1.608 0.0 0.0 0.0
C 3.394 3.575 1.701 0.0 0.0 0.1
H 0.072 3.140 2.188 0.0 0.0 0.0
H 0.179 5.613 2.024 0.0 0.0 0.0
H 2.325 6.751 1.653 0.0 0.0 0.0
H 4.434 5.438 1.451 0.0 0.0 0.0
I -0.730 5.727 -1.767 0.0 0.0 0.0
C 0.419 4.029 -1.410 -0.1 0.0 0.0
C 1.774 4.013 -1.689 0.0 -0.1 0.0
C 2.481 2.860 -1.386 0.0 0.1 -0.1
C 1.810 1.799 -0.812 -0.1 0.0 -0.1
N 0.500 1.818 -0.526 0.0 -0.1 0.0
C -0.187 2.924 -0.834 -0.1 0.0 -0.1
H 2.269 4.876 -2.112 0.0 0.0 0.0
H 3.549 2.798 -1.533 0.0 0.0 0.0
H 2.356 0.923 -0.510 0.0 -0.1 -0.1
H -1.233 2.923 -0.545 0.1 0.0 0.0

=====

85
Properties=species:S:1:pos:R:3:forces:R:3 method="wB97M-V/def2-TZVPD" total_charge=+2 max_force_ev_per_a=2.45 homo_lumo_gap_ev="4.97 / 4.73" energy_ha=-2949.81467 multiplicity=2 e_above_lowest_ev=3.090
Ir 0.471 -1.374 0.279 0.6 0.6 -0.4
C -6.322 -1.549 -0.420 0.2 0.1 -0.1
C -4.869 -1.828 -0.795 -0.4 -0.9 -0.1
C -4.330 -2.908 0.149 0.1 0.0 -0.1
C -4.789 -2.247 -2.266 0.0 0.1 0.1
N -4.054 -0.609 -0.628 1.1 0.3 0.1
C -4.508 0.626 -0.264 0.1 1.0 0.0
C -3.444 1.470 -0.230 -0.7 0.2 0.3
N -2.326 0.758 -0.560 0.1 -0.9 -0.2
B -0.870 1.176 -0.454 -0.7 0.7 -0.1
N -0.595 2.039 0.771 0.2 -0.3 0.4
C -0.244 3.354 0.876 0.3 0.4 0.1
C 0.191 3.568 2.142 -0.2 0.3 -0.5
N 0.117 2.382 2.827 -0.2 -0.4 -1.0
C -0.377 1.458 1.980 0.1 0.1 -0.2
S -0.795 -0.179 2.282 0.3 -1.8 -0.9
C 0.616 2.260 4.216 0.3 -0.1 1.0
C 0.614 0.813 4.698 0.1 0.1 0.0
C -0.283 3.123 5.102 0.0 -0.1 -0.1
C 2.059 2.779 4.240 -0.1 0.0 -0.1
N -0.246 1.638 -1.760 0.7 -0.7 0.0
C -0.757 2.482 -2.708 -0.1 0.4 -0.6
C 0.074 2.464 -3.782 -0.7 0.5 0.4
N 1.101 1.607 -3.504 -0.4 -0.4 0.9
C 0.888 1.099 -2.273 -0.5 0.1 -0.1
S 1.908 -0.021 -1.479 -0.1 -1.6 1.6
C 2.256 1.318 -4.376 0.8 -0.3 -0.5
C 3.506 1.857 -3.673 -0.2 0.0 -0.1
C 2.087 2.008 -5.726 -0.1 0.0 0.2
C 2.343 -0.193 -4.609 0.0 0.1 0.1
C -2.717 -0.518 -0.795 -0.2 0.3 0.3
S -1.658 -1.782 -1.228 2.3 -0.4 0.6
H -6.882 -2.473 -0.536 0.0 0.0 0.0
H -6.775 -0.804 -1.068 -0.1 0.1 -0.1
H -6.413 -1.234 0.616 0.0 0.0 0.1
H -4.955 -3.793 0.081 -0.1 0.0 0.0
H -4.347 -2.551 1.178 0.0 0.0 0.1
H -3.313 -3.196 -0.108 -0.2 -0.1 0.1
H -5.386 -3.139 -2.427 -0.1 -0.1 0.0
H -3.768 -2.470 -2.566 0.0 0.0 -0.1
H -5.178 -1.458 -2.907 0.0 0.1 -0.1
H -5.535 0.839 -0.056 -0.2 0.0 0.0
H -3.400 2.515 0.003 -0.1 0.2 0.1
H -0.256 0.138 -0.195 0.9 -1.2 0.4
H -0.322 4.032 0.050 0.1 0.2 -0.1
H 0.551 4.474 2.579 0.0 0.1 0.2
H -0.393 0.414 4.791 0.0 0.0 0.1
H 1.078 0.770 5.680 0.0 0.2 0.1
H 1.191 0.174 4.031 0.0 0.0 0.1
H -1.319 2.798 5.042 -0.1 0.0 0.0
H -0.229 4.171 4.822 0.0 0.1 0.0
H 0.040 3.041 6.135 0.1 0.0 0.1
H 2.681 2.214 3.551 0.1 -0.1 -0.1
H 2.466 2.652 5.239 0.0 0.0 0.1
H 2.121 3.835 3.990 0.0 0.1 0.0
H -1.671 3.016 -2.559 -0.2 0.1 0.0
H -0.008 2.993 -4.707 0.0 0.1 -0.2
H 3.431 2.933 -3.522 0.0 0.1 0.0
H 4.382 1.658 -4.283 0.1 0.0 -0.1
H 3.652 1.372 -2.710 0.1 0.0 0.1
H 2.055 3.090 -5.636 0.0 0.2 0.0
H 1.194 1.666 -6.243 -0.1 -0.1 -0.1
H 2.946 1.755 -6.340 0.0 0.0 0.0
H 2.595 -0.722 -3.694 0.0 -0.1 -0.2
H 3.125 -0.398 -5.335 0.0 0.0 -0.1
H 1.400 -0.577 -4.996 0.0 0.0 0.0
B 3.287 -3.444 1.829 0.8 -0.8 1.5
N 2.179 -4.054 1.001 -0.1 -0.4 -0.5
C 2.107 -5.382 0.788 -0.2 0.9 -0.1
C 0.955 -5.659 0.085 -0.5 0.8 -0.1
C 0.358 -4.414 -0.101 -0.4 -1.1 -0.4
N 1.105 -3.460 0.457 -0.7 2.1 -0.1
N 3.385 -1.941 1.760 0.6 0.5 -0.5
C 4.482 -1.253 2.133 -0.6 -0.1 -0.3
C 4.201 0.093 2.068 -0.7 0.1 -0.1
C 2.876 0.145 1.635 0.6 0.4 0.3
N 2.405 -1.088 1.461 -1.8 0.5 -0.9
H 4.336 -3.933 1.535 0.1 0.1 -0.4
H 3.112 -3.751 2.981 -0.3 0.0 0.2
H 2.878 -6.038 1.137 0.2 0.0 0.2
H 0.590 -6.611 -0.237 -0.1 -0.2 -0.1
H -0.557 -4.177 -0.608 -0.1 0.1 -0.1
H 5.387 -1.751 2.410 0.1 -0.3 0.1
H 4.850 0.912 2.294 0.2 0.2 0.1
H 2.258 0.999 1.438 -0.1 0.2 -0.1

=====

85
Properties=species:S:1:pos:R:3:forces:R:3 method="wB97M-V/def2-TZVPD" total_charge=+2 max_force_ev_per_a=0.70 homo_lumo_gap_ev="8.32 / 5.63" energy_ha=-5346.90941 multiplicity=6 e_above_lowest_ev=0.289
Ir -0.479 -0.881 -0.644 0.0 0.6 0.4
C 3.381 -0.574 -3.720 0.0 -0.1 -0.1
C 3.594 0.910 -3.462 -0.1 0.1 0.2
C 5.098 1.191 -3.504 0.0 0.0 0.1
C 2.842 1.725 -4.515 0.0 0.0 0.0
N 3.071 1.361 -2.105 0.4 0.0 -0.3
C 3.249 2.685 -1.733 -0.1 -0.2 -0.2
C 2.757 2.827 -0.494 0.0 -0.2 0.2
N 2.283 1.592 -0.088 0.0 0.1 0.2
B 1.663 1.498 1.332 0.0 0.0 0.0
N 0.227 2.109 1.372 0.2 -0.2 0.2
C -0.177 2.777 2.511 0.1 -0.1 -0.1
C -1.398 3.287 2.274 -0.1 0.0 -0.2
N -1.750 2.943 0.980 -0.3 0.2 0.0
C -0.754 2.200 0.460 0.0 0.0 0.0
S -0.717 1.427 -1.119 0.0 -0.2 0.2
C -3.086 3.408 0.421 0.2 0.0 0.0
C -4.165 2.694 1.220 -0.1 0.0 0.0
C -3.164 4.927 0.602 0.1 0.0 0.0
C -3.232 3.089 -1.059 0.0 0.0 -0.1
N 1.771 0.074 1.965 0.0 0.3 0.0
C 2.993 -0.318 2.463 0.0 0.1 -0.1
C 2.858 -1.558 2.972 -0.2 -0.2 0.0
N 1.537 -1.932 2.795 0.1 -0.3 0.2
C 0.895 -0.920 2.176 0.2 -0.1 0.0
S -0.787 -0.917 1.690 0.1 0.1 -0.4
C 0.957 -3.267 3.234 0.1 0.2 0.0
C 2.052 -4.087 3.911 0.0 0.1 0.0
C -0.163 -3.013 4.239 0.0 0.0 0.0
C 0.473 -4.025 2.001 0.0 0.0 -0.1
C 2.472 0.708 -1.085 -0.1 0.2 -0.1
S 1.960 -0.959 -1.049 -0.2 0.1 0.2
H 3.874 -0.795 -4.667 0.0 0.0 0.0
H 2.324 -0.817 -3.823 0.0 0.1 0.0
H 3.825 -1.204 -2.949 0.0 0.1 -0.1
H 5.478 0.910 -4.487 0.0 0.0 0.0
H 5.623 0.600 -2.752 0.0 0.0 0.0
H 5.338 2.242 -3.350 0.0 0.0 0.0
H 3.110 1.363 -5.508 0.0 0.0 0.0
H 3.092 2.786 -4.472 0.0 -0.1 0.0
H 1.763 1.616 -4.388 0.0 0.0 0.0
H 3.703 3.414 -2.380 0.0 -0.1 0.0
H 2.727 3.691 0.150 0.0 -0.1 0.0
H 2.330 2.218 2.029 -0.1 -0.1 0.0
H 0.455 2.853 3.381 0.0 0.0 -0.1
H -2.032 3.880 2.909 0.0 0.0 -0.1
H -4.149 2.978 2.274 0.0 0.0 0.0
H -4.035 1.614 1.146 0.0 -0.1 0.0
H -5.146 2.950 0.817 0.0 0.0 0.0
H -3.161 5.231 1.648 0.0 0.0 0.0
H -4.099 5.279 0.166 0.0 0.0 0.0
H -2.339 5.426 0.089 0.0 0.0 0.0
H -3.314 2.018 -1.247 0.0 0.1 0.0
H -2.421 3.505 -1.659 -0.1 0.0 0.1
H -4.161 3.556 -1.389 0.0 0.0 0.0
H 3.858 0.324 2.422 -0.1 0.0 0.0
H 3.586 -2.185 3.450 -0.1 0.0 0.0
H 2.428 -3.607 4.817 0.0 0.0 0.0
H 2.885 -4.303 3.239 0.0 0.0 0.0
H 1.614 -5.040 4.205 0.0 0.0 0.0
H 0.213 -2.455 5.099 0.0 0.0 0.0
H -0.539 -3.973 4.597 0.0 0.0 0.0
H -1.001 -2.467 3.804 0.1 -0.1 0.0
H 1.299 -4.180 1.302 -0.1 0.0 0.0
H -0.332 -3.507 1.479 0.0 -0.1 0.0
H 0.102 -5.000 2.321 0.0 0.0 0.0
Se -2.661 -2.013 -1.349 0.3 -0.1 -0.1
C -4.176 -1.015 -0.782 0.2 0.0 0.0
C -4.867 -0.222 -1.680 -0.2 0.1 0.0
C -6.003 0.430 -1.212 -0.1 0.0 0.2
N -6.473 0.313 0.035 0.4 -0.2 -0.2
C -5.796 -0.483 0.866 -0.1 0.2 0.0
C -4.632 -1.158 0.519 -0.1 0.1 0.1
H -4.548 -0.106 -2.709 0.0 0.0 0.1
H -6.569 1.071 -1.879 0.0 0.0 0.0
H -6.196 -0.577 1.871 0.0 0.0 0.0
H -4.117 -1.781 1.242 -0.1 0.0 0.0
N 1.422 -3.593 -2.909 0.0 0.0 0.0
C 0.610 -3.965 -1.910 -0.3 0.1 0.1
N 0.578 -5.264 -1.564 0.0 0.0 0.0
O -0.119 -3.145 -1.292 0.3 -0.3 -0.1
H 1.982 -4.248 -3.425 0.0 0.0 0.0
H 1.488 -2.615 -3.129 0.0 0.0 0.0
H 1.037 -5.974 -2.107 0.0 0.0 0.0
H -0.119 -5.553 -0.899 0.0 0.0 0.0

=====

Question: Among the records above, which one has the highest multiplicity?
Answer: C27H42BIrN9OS3Se

=====

Question: Which value of multiplicity does entry 3 give?
Answer: 6

=====

Question: What is the multiplicity in the third record?
Answer: 6